# 1
C8H16NaO5 as an isolated structure in a non-equilibrium geometry, computed with ωB97M-V/def2-TZVPD.

```
30
Properties=species:S:1:pos:R:3:forces:R:3:nbo_charge:R:1
C 1.56411 0.18114 -2.18671 0.4880 0.0427 0.1016 -0.2666
H 0.70788 -0.33654 -2.64487 0.3224 0.0655 0.2940 0.1955
H 1.85079 1.01332 -2.83866 -0.1967 0.0545 0.2433 0.2076
H 2.44612 -0.47268 -2.11612 -0.4649 -0.0799 -0.1200 0.1915
O 1.21703 0.65279 -0.86100 0.6826 0.2105 -1.0688 -0.6098
C 2.19436 0.41324 0.14473 0.3876 0.0699 0.0796 -0.0925
C 1.98460 -0.95310 0.76404 0.3578 -0.2288 0.0627 -0.0973
O 0.64204 -0.98380 1.20731 0.1265 0.0621 0.2916 -0.5836
C 0.07459 -2.26016 1.42849 0.1072 -0.4332 0.0535 -0.0855
C -1.41642 -2.06094 1.54985 -0.1577 -0.2575 0.4030 -0.0918
O -1.85285 -1.36523 0.39508 -0.3591 -0.7417 0.0287 -0.5968
C -3.24774 -1.14014 0.35067 -0.6145 -0.1038 0.1142 -0.2625
Na -0.65624 0.21607 -0.07590 -0.5015 1.2948 -0.2053 0.9121
H 2.06046 1.19397 0.90579 0.0299 -0.1760 -0.1600 0.2038
H 3.20987 0.50035 -0.26770 -0.2135 0.0069 0.1422 0.2058
H 2.68307 -1.10455 1.60181 -0.1307 0.0146 -0.1797 0.2024
H 2.15324 -1.75347 0.02508 -0.0296 0.1618 0.1066 0.1840
H 0.47234 -2.71932 2.34672 -0.0981 0.0792 -0.2066 0.2029
H 0.30222 -2.92030 0.57547 -0.0470 0.1203 0.1709 0.1867
H -1.65740 -1.47051 2.44975 0.0440 -0.1404 -0.1678 0.1895
H -1.91931 -3.03779 1.62547 0.1067 0.2169 0.0048 0.2038
H -3.46321 -0.58884 -0.57145 -0.0004 -0.1579 0.2102 0.2004
H -3.79174 -2.09631 0.34077 0.0765 0.2733 -0.0232 0.1973
H -3.57255 -0.54555 1.21870 0.0227 -0.1420 -0.1963 0.1862
O -0.17559 3.41940 -2.59957 0.4711 -0.0869 1.1578 -0.4522
C 0.19231 3.60416 -1.45989 -0.4498 0.3577 -1.0252 0.3311
C -0.82497 3.58546 -0.32028 0.0383 -0.2163 0.1536 0.3840
O -1.25416 2.55484 0.14198 0.0887 0.0581 -0.1204 -0.5464
H 1.22828 3.90292 -1.19616 -0.1045 -0.1799 -0.0759 0.1441
H -1.15114 4.57160 0.06658 0.0178 -0.1446 -0.0691 0.1565
```
Forces are in eV/Å.

Output
Gap between HOMO and LUMO (eV): 10.19
Net charge: +1
Calculated total energy (a.u.): -852.67607
F_max (eV/Å): 1.40
Multiplicity: 1
ΔE to the lowest compared entry with this formula, charge and spin (kJ/mol): 0.0
HOMO level (eV): -13.3

---

# 2
A 11-piece molecular cluster, C40H105N3O14 overall in a non-equilibrium geometry, computed with ωB97M-V/def2-TZVPD.

```
162
Properties=species:S:1:pos:R:3:forces:R:3:mulliken_spin:R:1
C 0.87067 -2.20407 -3.96849 2.2442 -0.1040 -1.5484 0.0000
C 2.16207 -1.58327 -3.29757 -2.7394 -0.0104 -0.5372 0.0000
O 2.00085 -2.02475 -1.98948 1.0300 -0.0001 0.9593 0.0000
H 1.23395 -2.42823 -4.97143 -0.6364 0.3596 -0.6787 0.0000
H -0.03482 -1.59881 -4.01143 0.2616 0.0835 0.2219 0.0000
H 0.68390 -3.22362 -3.63126 -0.0858 0.2934 0.7358 0.0000
H 2.14998 -0.49555 -3.36700 -0.4286 0.4306 0.1128 0.0000
H 3.11781 -1.79169 -3.77843 -0.0397 -1.0271 0.0274 0.0000
H 2.87929 -1.98018 -1.60484 0.3671 -0.0608 0.7265 0.0000
C 3.77626 -3.66953 0.67204 0.3793 0.7291 1.0527 0.0000
C 4.89342 -2.61694 0.31345 -0.5599 -2.1339 1.4105 0.0000
O 4.68491 -2.09168 -0.93704 -0.2968 0.8775 -1.8229 0.0000
H 3.53801 -4.51329 0.02443 0.3422 0.5695 -0.7624 0.0000
H 2.86523 -3.13216 0.93539 -0.2588 0.1219 -0.5309 0.0000
H 3.95724 -4.18863 1.61325 0.6883 0.2143 0.2324 0.0000
H 5.89921 -3.03447 0.26713 0.0184 -0.5314 0.6846 0.0000
H 4.90119 -1.78575 1.01856 -0.1548 -0.2144 0.6116 0.0000
H 5.51731 -1.63346 -1.07396 -0.1116 0.4581 -0.8311 0.0000
C -0.47099 -4.09476 0.01389 -0.0479 -0.6113 0.0891 0.0000
O -1.62508 -4.87650 0.37982 0.8398 0.7703 1.3434 0.0000
C -2.84286 -4.44648 -0.20485 0.9169 -0.8582 -0.8793 0.0000
C -3.98815 -5.28690 0.32766 -1.0206 0.0676 -0.3095 0.0000
N -5.34987 -4.88459 -0.19207 -0.0462 0.0579 -0.0897 0.0000
C -5.80105 -3.48681 0.12277 2.9027 -1.4420 -1.7065 -0.0001
C -7.20295 -3.14806 -0.24531 -0.5337 -1.3211 0.9303 0.0000
O -7.97065 -4.03512 0.61964 -2.1098 2.2615 -0.7163 0.0000
C -9.36797 -3.62638 0.49948 0.1795 0.2974 0.5170 0.0000
H -0.44286 -3.08679 0.42778 -0.4648 0.0819 0.0754 0.0000
H -0.29845 -4.04984 -1.06143 -0.4847 0.1266 -0.3556 0.0000
H 0.43036 -4.59193 0.37236 -0.2921 -0.2569 0.3717 0.0000
H -2.53964 -4.66721 -1.22829 -1.4079 0.5134 -0.9022 0.0000
H -3.09662 -3.39713 -0.05464 0.4402 0.3272 0.0656 0.0000
H -3.90531 -5.26333 1.41425 -0.1758 0.2680 0.3519 0.0000
H -3.87607 -6.33801 0.06175 0.1468 0.0750 -0.1663 0.0000
H -6.03863 -5.47049 0.25785 0.0699 -0.4492 -0.0363 0.0000
H -5.13904 -2.92454 -0.53577 0.0615 0.7543 0.2772 0.0002
H -5.47103 -3.37896 1.15600 -0.8422 1.1037 0.3205 0.0000
H -7.62787 -3.22603 -1.24604 0.8828 -1.3378 -0.7726 0.0001
H -7.32333 -2.06477 -0.25478 -0.3953 0.5001 1.8495 0.0000
H -10.06291 -4.09164 1.19853 0.5970 -0.8211 -0.0260 0.0000
H -9.76841 -3.72264 -0.50972 0.2451 -0.4055 -0.2309 0.0000
H -9.51544 -2.57818 0.75953 0.5419 0.3799 -0.0299 0.0000
C -11.04098 0.09906 -6.45092 1.3704 0.3999 -0.6699 -0.0005
O -9.56282 0.22186 -6.37320 -0.5156 0.3582 0.3132 0.0030
C -8.79175 -0.51601 -7.27273 -0.0721 -1.0881 0.2838 0.0226
C -7.29592 -0.33294 -7.02173 0.0131 -0.7776 -0.1233 0.0406
N -6.78079 -0.86519 -5.78764 0.6389 2.7907 0.1067 0.7988
C -5.35029 -0.54766 -5.49092 -0.2371 -0.8818 1.0574 0.0640
C -4.95286 -1.14575 -4.12407 -0.0369 -0.7832 -1.3473 0.0170
O -3.57699 -0.92825 -3.91775 -0.2622 0.3051 1.1158 0.0031
C -3.11319 -1.35947 -2.57169 -1.3138 -1.1925 -0.8040 -0.0022
H -11.39359 -0.91028 -6.23876 0.1908 0.0934 0.6315 0.0004
H -11.40793 0.30966 -7.45546 0.3223 0.2065 -0.2169 0.0000
H -11.37522 0.91244 -5.80687 -0.2049 -0.5827 0.1879 0.0000
H -8.96838 -0.25085 -8.31512 -0.1320 -0.0777 -0.1152 -0.0008
H -8.97538 -1.57470 -7.08951 -0.3301 -0.3976 -0.5448 -0.0001
H -7.14882 0.74100 -6.90720 0.5155 0.4532 -0.3139 0.0504
H -6.63080 -0.81722 -7.73671 -0.3423 0.6680 -0.8841 0.0115
H -7.50374 -0.69439 -5.10333 -0.0686 -0.6585 1.2811 -0.0259
H -5.18987 0.51131 -5.28857 -0.4959 0.5462 -0.9224 0.0220
H -4.75019 -0.93468 -6.31445 0.0324 0.2525 0.0323 0.0077
H -5.24485 -2.17807 -4.31680 0.5055 -0.7447 1.0282 -0.0101
H -5.65972 -0.71928 -3.41233 0.3507 0.1365 0.6363 -0.0034
H -3.62293 -0.85927 -1.74825 0.1079 0.6151 -0.2379 0.0005
H -2.03114 -1.37705 -2.44147 -0.1378 0.5726 -0.5974 0.0005
H -3.44472 -2.39562 -2.50394 0.1724 -0.2715 0.1748 0.0007
C 10.50771 -2.58007 4.35770 0.3695 0.1509 -1.7041 0.0000
O 9.86527 -2.23155 3.11546 -0.7383 0.7615 -0.2337 0.0000
C 9.72750 -0.81602 2.78532 0.4825 -1.2415 -0.0927 0.0000
C 9.35944 -0.49398 1.30099 1.0947 0.9455 0.9620 0.0000
N 7.91390 -0.43614 1.01536 0.9580 -0.9314 0.5957 0.0000
C 7.20585 0.68317 1.61933 0.6568 0.9073 -1.2080 0.0000
C 7.72416 2.05204 1.05170 -2.3664 0.1567 0.9186 0.0000
O 8.89367 2.58842 1.52164 2.8404 1.2291 1.4069 0.0000
C 8.97373 2.88068 2.95122 -0.6188 -1.8012 -0.5943 0.0000
H 10.04579 -2.16310 5.25261 -0.1530 -0.1023 -0.0513 0.0000
H 11.55754 -2.29808 4.27739 0.1598 0.4832 0.3404 0.0000
H 10.55642 -3.66841 4.32247 -0.4854 0.0253 0.4612 0.0000
H 10.66633 -0.33178 3.05403 0.2283 0.1223 -0.1400 0.0000
H 8.95534 -0.33696 3.38729 -0.1793 -0.1681 0.3649 0.0000
H 9.91599 -1.03159 0.53331 -0.2771 -0.7085 0.2956 0.0000
H 9.82890 0.48719 1.23012 -0.5067 0.3713 -0.3403 0.0000
H 7.63765 -1.26139 1.52797 -0.8347 -0.4617 -0.3110 0.0000
H 7.17851 0.69262 2.70895 0.2495 0.0908 0.2467 0.0000
H 6.17021 0.56640 1.30010 -0.1617 0.2803 -0.0194 0.0000
H 6.98245 2.79822 1.33660 -0.8419 -0.0254 -0.1016 0.0000
H 7.75375 2.09695 -0.03698 0.2265 -0.5235 0.0032 0.0000
H 9.81692 3.45948 3.32818 0.1361 0.3214 -1.1518 0.0000
H 9.11725 1.89689 3.39805 -0.1774 -0.0235 0.5563 0.0000
H 8.05602 3.30910 3.35416 -0.2131 0.1286 -0.2645 0.0000
C 2.67186 0.86671 0.67312 -0.8217 -1.1701 -1.0266 0.0000
C 1.37377 0.81051 -0.26680 2.0381 -2.5127 0.9059 0.0000
C 0.33626 -0.21292 0.16321 0.0717 -0.6070 0.1860 0.0001
O 0.82734 2.00593 -0.25683 -2.3335 4.9257 0.3651 0.0000
H 2.56063 1.38504 1.62552 -0.6576 0.2263 -0.1769 0.0000
H 3.54514 1.30068 0.18612 -0.1135 -0.0272 -0.2385 0.0000
H 2.88655 -0.17006 0.93217 0.4091 -0.1007 -0.0612 0.0000
H 1.56572 0.63712 -1.32566 1.1906 -0.9433 0.0006 0.0000
H -0.36890 0.14531 0.91322 0.6105 0.1609 0.6656 -0.0001
H 0.85445 -1.11717 0.48246 -0.5047 -0.2049 -0.0534 0.0000
H -0.37775 -0.41325 -0.63563 0.3868 -0.3729 -0.5284 0.0000
H -0.12276 1.88355 -0.31949 -0.2961 0.6081 0.0291 0.0000
C -3.01519 -1.60747 2.70891 0.4036 0.3384 0.6023 0.0000
C -2.51685 -2.30819 3.99176 -0.4738 -1.9846 -0.2603 0.0000
C -3.30809 -3.61820 4.34834 -0.0446 0.0672 -1.0098 0.0000
O -1.16165 -2.71776 3.74779 -0.6484 0.3844 0.1698 0.0000
H -2.72058 -2.18858 1.83505 -0.6342 -0.5590 0.0852 0.0000
H -2.48877 -0.68254 2.47336 0.3340 0.2858 0.5572 0.0000
H -4.06165 -1.30862 2.76988 -0.1947 -0.4909 -0.2537 0.0000
H -2.61606 -1.75845 4.92773 0.3251 0.8328 -0.3283 0.0000
H -3.08804 -4.39410 3.61509 0.2190 0.0382 -0.1997 0.0000
H -4.39297 -3.51774 4.31605 -0.1184 0.3869 0.1440 0.0000
H -3.04286 -4.05438 5.31141 0.2054 0.3947 0.0925 0.0000
H -0.66187 -2.33785 4.47408 0.4910 0.1941 0.1075 0.0000
C -1.26726 1.22533 6.05641 0.2203 0.2726 -0.6258 0.0000
C -0.75900 0.38588 4.88941 1.3646 0.0694 -0.1808 0.0000
C 0.34797 0.86836 3.90904 -0.0616 2.4147 -0.2299 0.0000
O -0.25333 -0.79027 5.46257 -0.6742 -2.3493 0.0292 0.0000
H -1.40041 2.24789 5.70320 0.0676 0.2338 0.5878 0.0000
H -0.61041 1.08498 6.91487 0.2833 0.7250 -0.0784 0.0000
H -2.22159 0.82819 6.40231 -0.1261 0.0093 -0.2645 0.0000
H -1.64351 0.21199 4.27663 0.1449 -0.8965 0.0760 0.0000
H 1.23286 0.30057 3.62150 -0.5142 -1.0480 0.6475 0.0000
H 0.80669 1.79827 4.24512 0.0135 0.2690 0.4617 0.0000
H -0.03234 1.19177 2.94009 -0.4708 -0.1478 -0.1164 0.0000
H 0.40857 -0.68074 6.14923 -0.0696 0.6343 -0.0909 0.0000
C -3.50711 3.37965 2.32524 0.0225 0.4063 0.5045 0.0000
C -3.48741 2.50139 1.09866 -0.5172 -0.2995 -2.2625 0.0000
C -3.74409 3.22563 -0.25058 -0.3136 0.6273 1.3223 0.0000
O -2.18546 1.93969 0.85347 -0.2901 0.0697 1.2691 0.0000
H -3.55922 2.85691 3.28030 0.4109 -0.6707 -0.1045 0.0000
H -4.38576 4.01319 2.44647 -0.0188 0.2413 -0.7061 0.0000
H -2.60067 3.98490 2.33688 -0.0842 0.2704 -0.0125 0.0000
H -4.18228 1.66984 1.21603 -0.2377 -0.1047 0.0601 0.0000
H -3.50163 2.64569 -1.14108 0.0950 -0.2379 0.3209 0.0000
H -3.08351 4.09021 -0.18549 0.0008 0.1556 -0.4775 0.0000
H -4.76836 3.58995 -0.32953 -0.0558 0.0113 0.0091 0.0000
H -1.93462 1.78436 1.76701 1.0425 -0.5163 0.0254 0.0000
C 1.11870 4.48156 -2.86561 0.5543 0.0490 -0.1616 0.0000
C 2.31688 5.45680 -2.70185 -1.1500 -1.4819 -0.1974 0.0000
C 3.62452 4.68485 -3.03848 0.2110 2.3398 -0.2072 0.0000
O 2.05826 6.68037 -3.42035 0.7223 -1.0795 0.4971 0.0000
H 0.88714 4.24599 -3.90436 0.3218 0.1758 -0.2364 0.0000
H 0.16393 4.76654 -2.42369 0.2441 0.3784 0.2875 0.0000
H 1.45530 3.55342 -2.40371 -0.3265 -0.0906 0.1336 0.0000
H 2.40135 5.65396 -1.63317 -0.1670 0.3186 0.1520 0.0000
H 4.44045 5.37171 -2.81355 0.3124 0.1157 0.6971 0.0000
H 3.84715 4.62165 -4.10362 -0.7197 -1.0767 -0.1675 0.0000
H 3.74274 3.82382 -2.38065 -0.0706 -0.1936 -0.5769 0.0000
H 2.81212 7.22539 -3.18320 0.0191 0.4992 -0.2233 0.0000
C 3.82417 7.00628 0.43311 -0.3693 -2.0692 0.6076 0.0000
C 4.10935 5.75983 1.35005 -0.1693 0.4815 0.6086 0.0000
C 3.56209 4.41622 0.98064 0.0035 -0.8163 -2.1019 0.0000
O 5.52265 5.54402 1.35731 -0.1157 0.5520 0.1663 0.0000
H 4.20967 6.68779 -0.53543 0.1142 0.5767 -0.1915 0.0000
H 4.31321 7.88360 0.85649 0.0843 -0.0175 -0.2260 0.0000
H 2.75220 7.18785 0.35551 0.0038 0.1068 -0.0153 0.0000
H 3.76357 5.97555 2.36099 0.0883 0.3329 0.3055 0.0000
H 2.49024 4.24348 0.88371 -0.0778 0.3957 0.4309 0.0000
H 4.03057 3.55558 1.45805 -0.0961 0.4276 0.9321 0.0000
H 3.95073 4.23349 -0.02120 -0.1328 0.0571 -0.5661 0.0000
H 5.85883 6.44115 1.41847 0.6989 -0.0579 0.0703 0.0000
```
Forces are in eV/Å.

Output
Gap between HOMO and LUMO (alpha / beta) (eV): 7.47 / 2.56
Net charge: +1
Calculated total energy (a.u.): -2803.92285
F_max (eV/Å): 5.46
Multiplicity: 2
HOMO level (alpha / beta) (eV): -10.2 / -10.2